Computed, not measured: a cluster of 3 separate species, C6H14N4 in total in a non-equilibrium geometry, with ωB97M-V/def2-TZVPD.

```
24
Properties=species:S:1:pos:R:3:forces:R:3
C 1.5036 0.7427 1.4957 0.1 0.5 -0.7
C 1.6360 0.9360 -1.5711 -2.3 1.3 -1.1
C 1.2903 -0.4194 0.5577 0.0 -2.3 2.3
C 2.1455 -1.4778 0.5400 -0.6 1.4 -0.6
H 1.0279 0.5518 2.4585 0.1 -0.2 0.0
H 2.5719 0.9044 1.6313 0.0 0.0 0.1
H 1.5862 0.0158 -2.1545 -0.1 -0.1 0.0
H 1.4987 1.7610 -2.2867 0.4 -0.1 -0.5
H 2.6574 1.0441 -1.2199 -0.2 0.1 0.8
H 1.0695 1.6626 1.1082 0.1 0.0 -0.1
H 3.1537 -1.3592 0.9006 0.1 0.0 0.0
H 1.8998 -2.3929 0.0157 0.0 0.0 0.1
C -2.4616 -0.6316 -0.0788 -0.2 0.0 -0.1
C -1.1076 0.0244 0.0444 0.1 1.0 -1.7
N -0.8864 1.2316 -0.4089 -0.7 -0.3 1.1
N -3.4991 0.2209 0.1923 -0.1 0.0 0.3
N -2.6901 -1.8028 -0.5198 -0.1 0.1 0.0
N -0.0966 -0.7719 0.3821 0.5 -0.2 -0.1
H 0.3239 1.2875 -1.0731 3.0 -1.2 0.2
H -1.7028 1.7574 -0.6911 -0.3 -0.3 0.0
H -3.3475 0.9634 0.8568 0.0 -0.1 0.0
H -4.4091 -0.2133 0.2144 0.0 0.0 -0.1
H -0.2960 -1.7595 0.4835 -0.1 0.3 0.1
H -1.8676 -2.2753 -0.8774 0.1 0.0 0.2
```
Positions in Å, forces in eV/Å.

Summary:
E_LUMO: 0.52 eV
Multiplicity: 1
ΔE to the lowest compared entry with this formula, charge and spin: 70.4 kcal/mol
M: 142.21 g/mol

Löwdin population analysis, charges in e, atoms 1 to 5:
1 C -0.06
2 C -0.15
3 C -0.42
4 C 0.03
5 H 0.09



Computed, not measured: the ion C6H14N4O with charge +2 in a non-equilibrium geometry, with ωB97M-V/def2-TZVPD.

```
25
Properties=species:S:1:pos:R:3:forces:R:3
C -0.9108 1.2770 -1.6816 -2.8 0.0 3.9
N -1.6864 0.1501 -0.9941 1.3 0.3 -0.4
C -1.2621 -0.5357 0.1541 -1.3 0.6 -0.8
C -2.2194 -1.7112 0.4706 1.8 -0.3 1.9
N 0.0908 -1.1236 -0.0547 -1.0 2.6 0.8
C 1.1623 -0.3577 0.0728 0.4 -1.0 1.2
O 2.2461 -0.7829 -0.4221 -0.9 -1.3 -1.0
C 3.5223 -0.2114 -0.3245 1.8 0.0 5.0
N 1.1116 0.7223 0.9487 1.3 -0.5 -0.8
C -0.0268 1.0583 1.5728 -0.4 2.8 -0.1
N -1.1641 0.5745 1.2663 -0.5 -2.9 0.6
H -1.1975 2.2541 -1.1644 0.4 -1.0 -0.8
H 0.0953 1.0954 -1.3811 1.0 0.0 -1.4
H -1.3805 1.2260 -2.6299 1.0 0.4 -1.5
H -2.6654 0.3128 -1.0345 -0.9 -0.3 -0.1
H -1.6369 -2.4231 1.2030 -1.4 1.1 -1.6
H -2.5552 -2.1770 -0.4598 0.4 -0.1 0.2
H -3.0904 -1.3566 0.9964 -0.4 0.1 0.2
H 0.0119 -1.8738 -0.7106 0.7 -0.7 -0.5
H 3.7622 0.2400 -1.1827 0.4 2.2 -3.4
H 4.3900 -0.9711 -0.2262 -2.0 0.8 0.6
H 3.4464 0.5545 0.5582 1.2 -1.5 -1.7
H 1.9834 1.2790 1.1167 -1.3 -0.7 -0.1
H 0.0182 2.0159 2.1051 0.1 -0.6 0.6
H -2.0449 0.7643 1.8012 1.1 0.2 -0.6
```
Positions in Å, forces in eV/Å.

Summary:
Total charge: +2
E_LUMO: -8.79 eV
SMILES: CN[C@@]1(C)NC(OC)=[NH+]C=[NH+]1
Multiplicity: 1
ΔE to the lowest compared entry with this formula, charge and spin: 31.3 kcal/mol
M: 158.21 g/mol

Löwdin population analysis, charges in e, atoms 1 to 5:
1 C 0.02
2 N -0.01
3 C -0.45
4 C 0.04
5 N 0.26



Computed, not measured: an isolated molecule of C6H14N4S in a non-equilibrium geometry, with ωB97M-V/def2-TZVPD.

```
25
Properties=species:S:1:pos:R:3:forces:R:3
C 2.3656 0.0167 -1.9553 0.6 -1.2 0.8
C 2.0319 -0.7215 -0.5775 2.0 0.1 -0.1
N 0.6395 -0.6795 -0.4640 -0.6 0.6 -0.3
N -0.1265 -0.7410 -1.5412 1.9 -0.1 -0.8
N -1.2983 -0.9281 -1.2547 -1.9 -0.7 -1.8
C -1.4557 -0.9488 0.0983 -1.3 3.7 3.3
C -2.5083 0.5506 0.4136 2.8 -3.0 1.9
C -2.3032 1.7454 -0.4740 0.4 -1.0 -1.3
S -4.0560 -0.2760 0.3250 -1.3 -0.2 -1.3
N -0.0967 -0.7875 0.7103 -2.8 1.0 -1.6
C 0.2054 -1.8083 1.6168 -1.5 -1.8 1.5
H 2.0956 1.1116 -1.9323 0.1 -1.3 0.1
H 3.4530 -0.0945 -2.1773 -0.8 0.1 0.1
H 1.7519 -0.5696 -2.6730 0.8 1.0 0.0
H 2.3318 -1.8306 -0.4801 0.3 1.6 -0.7
H 2.5017 -0.1935 0.2930 -0.5 -0.3 -0.7
H -2.0627 -1.7737 0.5072 0.4 0.4 0.0
H -2.2942 0.7862 1.5536 -0.4 -0.3 -2.4
H -2.5794 1.7121 -1.5419 -0.5 -0.8 0.6
H -1.3096 2.1227 -0.5548 1.1 0.1 0.6
H -2.8939 2.4563 -0.0077 -1.1 1.9 0.6
H -3.7879 -0.8015 -0.9437 -0.4 0.4 1.1
H 0.5480 -1.3573 2.5040 1.3 0.2 1.1
H -0.7601 -2.2904 2.0103 1.2 0.4 -0.9
H 0.8438 -2.5668 1.2077 0.5 -0.5 0.0
```
Positions in Å, forces in eV/Å.

Summary:
E_LUMO: 0.84 eV
SMILES: CCN1N=N[C@H]([C@@H](C)S)N1C
Multiplicity: 1
ΔE to the lowest compared entry with this formula, charge and spin: 6.1 kcal/mol
M: 174.27 g/mol

Löwdin population analysis, charges in e, atoms 1 to 5:
1 C -0.08
2 C -0.21
3 N -0.20
4 N 0.05
5 N 0.01



Computed, not measured: the ion C6H14NO with charge -1 in a non-equilibrium geometry, with ωB97M-V/def2-TZVPD.

```
22
Properties=species:S:1:pos:R:3:forces:R:3
C -0.8723 0.4005 3.1261 1.1 4.2 -0.3
C -0.1697 0.8543 1.7567 -4.0 2.1 -0.1
C -0.6221 0.0036 0.5853 0.9 1.4 -0.3
N 0.2549 0.3587 -0.5732 -0.8 -0.8 1.2
C 1.4384 -0.4448 -0.3577 3.1 5.1 -1.9
C -0.5183 0.0391 -1.7701 0.4 -0.7 -2.1
C 0.2597 -0.5298 -3.0855 2.0 0.2 2.2
O -0.4000 -0.9645 -4.1106 -1.2 0.8 -0.9
H -0.8623 -0.6066 3.0530 -0.3 -3.4 0.3
H -0.1170 0.7253 3.8401 -0.2 -0.3 0.6
H -1.8603 0.7974 3.5339 1.1 -0.3 -1.3
H -0.4954 1.8911 1.3821 0.3 -1.1 1.0
H 0.8714 0.9965 1.8251 1.3 -0.6 0.4
H -1.6613 0.2719 0.3328 0.3 -0.3 0.2
H -0.5274 -1.0603 0.8368 -0.3 -0.2 -0.2
H 2.1224 0.0969 0.3757 -0.8 -0.8 -0.5
H 2.0655 -0.4810 -1.2764 -0.6 -0.2 0.5
H 1.2229 -1.3527 -0.0259 -0.7 -4.4 1.4
H -0.9568 0.9993 -2.1260 -0.8 -1.0 0.5
H -1.1230 -0.8598 -1.5072 -0.7 1.0 -0.6
H 0.7950 -1.3731 -2.6194 0.7 -0.5 0.4
H 1.1558 0.2381 -3.1956 -0.9 -0.3 -0.5
```
Positions in Å, forces in eV/Å.

Summary:
Total charge: -1
E_LUMO: 3.41 eV
SMILES: CCCN(C)CC[O-]
Multiplicity: 1
ΔE to the lowest compared entry with this formula, charge and spin: 63.5 kcal/mol
M: 116.18 g/mol

Löwdin population analysis, charges in e, atoms 1 to 5:
1 C -0.09
2 C -0.23
3 C -0.27
4 N -0.22
5 C -0.14



Computed, not measured: the ion C6H14NO with charge -1 in a non-equilibrium geometry, with ωB97M-V/def2-TZVPD.

```
22
Properties=species:S:1:pos:R:3:forces:R:3
C -0.0299 0.5121 -2.1064 0.3 0.9 -1.8
O 0.9656 -0.3311 -2.3169 -0.3 0.3 1.0
C -0.8597 0.3595 -0.7117 1.4 -6.3 2.4
C 0.2668 -0.0414 0.3436 0.0 1.8 -0.6
C 1.1973 1.1923 0.6971 1.5 -2.4 -2.1
C -0.2953 -0.7885 1.5217 2.0 -1.2 -0.6
C 0.8192 -1.7564 2.1453 -1.3 -1.0 -1.2
N -2.1284 0.8321 0.3169 0.3 2.4 -2.1
H 0.1912 1.5928 -2.1164 0.7 0.5 -0.1
H -0.7755 0.3904 -2.8892 -1.0 0.2 -0.3
H -1.2617 1.4390 -0.6207 -1.5 0.7 1.1
H 0.7418 -0.7787 -0.3229 0.8 0.4 0.6
H 1.9586 0.9788 1.4796 -0.5 -0.1 -0.4
H 1.7761 1.3505 -0.2771 -0.6 0.3 1.3
H 0.6832 2.0640 0.9928 -0.9 1.0 0.2
H -1.1315 -1.2207 0.9988 -0.5 -1.4 0.6
H -0.7028 -0.1865 2.2673 -0.6 1.3 1.3
H 1.6591 -1.2099 2.6252 -0.7 -0.2 -0.3
H 1.2428 -2.3509 1.2512 -0.5 0.7 1.5
H 0.3448 -2.4922 2.8882 0.8 1.0 -0.9
H -2.8589 1.0763 -0.3904 0.1 -0.3 0.6
H -1.2836 -0.6947 -0.9073 0.4 1.6 -0.3
```
Positions in Å, forces in eV/Å.

Summary:
Total charge: -1
E_LUMO: 3.95 eV
Multiplicity: 1
ΔE to the lowest compared entry with this formula, charge and spin: 126.2 kcal/mol
M: 116.18 g/mol

Löwdin population analysis, charges in e, atoms 1 to 5:
1 C -0.51
2 O -0.27
3 C -0.36
4 C -0.39
5 C -0.05